ORCA calculation (ωB97M-V with the def2-TZVPD basis set) on a 2-piece molecular cluster, C2H6NO3 overall.

Each atom is followed by the atoms it is bonded to, with distances in Å.
Geometry (Å):
1 C 2.0506 -0.0765 0.3663  N2 1.440, H6 1.093, H7 1.080, H8 1.101
2 N 0.7761 0.5758 0.5200  C1 1.440, C3 1.435, H9 1.006
3 C -0.2417 0.1723 -0.4071  N2 1.435, O4 1.270, O5 1.236
4 O -1.1269 1.0536 -0.6379  C3 1.270
5 O -0.1566 -0.9746 -0.8614  C3 1.236
6 H 1.8843 -1.1531 0.4537  C1 1.093
7 H 2.7751 0.2457 1.0991  C1 1.080
8 H 2.4871 0.0709 -0.6334  C1 1.101
9 H 0.8340 1.5804 0.5055  N2 1.006
10 H -2.5941 0.1126 -0.2168  O12 0.993
11 H -3.2562 -1.2551 -0.2355  O12 0.963
12 O -3.4315 -0.3519 0.0476  H10 0.993, H11 0.963

For the total energy, the calculation gives -360.370809 a.u. The spin multiplicity is 1. The HOMO energy is -4.53 eV. The charge is -1. Its lowest unoccupied orbital energy is 4.134 eV. For the frontier orbital gap, the calculation gives 8.66 eV.